This record from the Open Molecules 2025 dataset describes a cluster of 12 separate species, C62H160N12O19 in total in a non-equilibrium geometry. The level of theory is the ωB97M-V functional and the def2-TZVPD basis.

Results
**LUMO energy**: 0.605 eV
**SMILES**: COC[C@H](C)N.COC[C@H](C)N.COC[C@H](C)N.COC[C@H](C)N.COC[C@H](C)N.COCCNCCOC.COCCNCCOC.COCCNCCOC.COCCNCCOC.COCCNCCOC.COCCNCCOC.COCCNCCOC
**Relative energy (zero: lowest compared OMol25 entry of this formula, charge and spin)**: 254.9 kJ/mol

XYZ file:
```
253
C62H160N12O19, DFT the ωB97M-V functional and the def2-TZVPD basis
C -5.51 3.14 -4.02
O -4.50 4.01 -3.32
C -3.51 3.27 -2.55
C -2.47 4.20 -1.89
C -1.34 4.51 -2.83
N -1.91 3.79 -0.58
H -6.02 2.45 -3.34
H -5.05 2.58 -4.84
H -6.28 3.80 -4.41
H -3.99 2.72 -1.74
H -3.07 2.52 -3.21
H -3.02 5.13 -1.71
H -1.68 4.78 -3.83
H -0.50 3.82 -2.91
H -0.88 5.42 -2.44
H -1.18 3.14 -0.81
H -1.36 4.58 -0.26
C -0.90 4.81 3.27
O -0.50 4.06 4.41
C 0.80 4.40 4.95
C 1.14 3.51 6.21
C 2.54 3.68 6.73
N 1.09 2.12 5.77
H -1.92 4.64 2.92
H -0.31 4.49 2.40
H -0.75 5.85 3.52
H 1.54 4.25 4.17
H 0.84 5.45 5.22
H 0.38 3.64 6.98
H 2.78 4.72 6.92
H 3.32 3.30 6.07
H 2.67 3.25 7.73
H 0.94 1.63 6.64
H 0.18 1.96 5.36
C 1.84 -6.82 -3.80
O 0.66 -6.02 -3.79
C 0.69 -5.10 -2.68
C -0.36 -3.94 -2.77
C -0.08 -3.19 -4.06
N -0.15 -3.08 -1.65
H 2.70 -6.17 -3.92
H 1.72 -7.55 -4.60
H 2.01 -7.39 -2.89
H 0.51 -5.71 -1.80
H 1.66 -4.63 -2.52
H -1.39 -4.28 -2.67
H -0.87 -2.47 -4.30
H -0.10 -3.87 -4.91
H 0.81 -2.58 -4.19
H -0.60 -2.18 -1.77
H 0.78 -2.70 -1.79
C -4.74 -4.91 3.80
O -4.03 -4.33 2.73
C -3.12 -5.08 1.98
C -2.64 -4.39 0.71
C -3.71 -4.05 -0.30
N -1.63 -5.16 0.03
H -4.06 -5.17 4.60
H -5.13 -5.92 3.61
H -5.60 -4.29 4.07
H -2.27 -5.37 2.59
H -3.51 -6.06 1.69
H -2.06 -3.53 1.05
H -4.14 -4.92 -0.80
H -3.36 -3.40 -1.10
H -4.52 -3.54 0.21
H -1.25 -4.67 -0.76
H -0.83 -5.21 0.64
C 4.70 5.67 1.37
O 4.88 4.93 2.60
C 6.07 4.20 2.73
C 5.96 3.45 4.00
C 6.13 4.30 5.32
N 7.01 2.43 4.08
H 4.70 5.03 0.49
H 5.48 6.43 1.35
H 3.78 6.24 1.54
H 6.16 3.51 1.90
H 6.91 4.89 2.66
H 5.01 2.92 4.01
H 7.15 4.67 5.44
H 5.99 3.72 6.23
H 5.52 5.19 5.48
H 7.05 2.12 5.04
H 7.89 2.89 3.88
C 5.45 1.20 -1.06
O 4.56 1.66 -2.10
C 5.04 1.74 -3.43
C 3.83 2.29 -4.23
N 3.68 3.75 -3.95
C 2.42 4.26 -4.54
C 1.97 5.65 -4.10
O 2.12 5.66 -2.68
C 1.76 6.82 -2.04
H 5.39 0.11 -1.03
H 5.13 1.42 -0.04
H 6.49 1.46 -1.26
H 5.28 0.72 -3.73
H 5.93 2.33 -3.64
H 2.89 1.77 -4.03
H 3.96 2.18 -5.31
H 3.81 3.83 -2.95
H 1.61 3.60 -4.23
H 2.43 4.13 -5.62
H 0.94 5.84 -4.42
H 2.64 6.41 -4.50
H 2.44 7.62 -2.35
H 1.77 6.70 -0.95
H 0.79 7.25 -2.28
C 5.33 -0.33 2.64
O 4.30 -0.95 3.42
C 4.00 -0.29 4.66
C 2.82 -1.07 5.39
N 2.57 -0.51 6.76
C 1.29 -1.07 7.30
C 0.96 -0.31 8.62
O 0.76 1.06 8.37
C 0.35 1.74 9.54
H 5.63 -0.82 1.71
H 6.28 -0.33 3.17
H 5.00 0.67 2.34
H 3.79 0.77 4.52
H 4.92 -0.36 5.24
H 3.05 -2.14 5.31
H 1.91 -0.93 4.83
H 2.48 0.48 6.58
H 1.24 -2.15 7.26
H 0.56 -0.65 6.61
H 1.77 -0.45 9.34
H 0.11 -0.79 9.10
H 0.29 2.81 9.33
H 1.09 1.70 10.34
H -0.64 1.41 9.87
C -2.18 1.24 1.60
O -2.77 0.17 2.28
C -2.04 -1.09 2.40
C -1.07 -1.20 3.59
N -1.67 -1.30 4.89
C -2.65 -2.41 5.09
C -3.28 -2.40 6.49
O -3.89 -3.62 6.75
C -4.86 -3.51 7.84
H -2.88 2.08 1.69
H -2.04 1.06 0.54
H -1.29 1.61 2.12
H -1.44 -1.21 1.50
H -2.73 -1.93 2.32
H -0.33 -0.40 3.58
H -0.51 -2.11 3.33
H -1.90 -0.35 5.17
H -2.14 -3.37 5.01
H -3.45 -2.27 4.37
H -3.98 -1.57 6.43
H -2.55 -2.15 7.26
H -4.32 -3.20 8.74
H -5.31 -4.50 7.85
H -5.58 -2.71 7.66
C -3.36 -0.33 -5.56
O -2.03 -0.34 -6.05
C -1.38 0.97 -5.93
C -0.11 1.08 -6.63
N 0.83 0.13 -6.05
C 2.06 -0.12 -6.92
C 2.90 -1.31 -6.49
O 2.07 -2.47 -6.44
C 2.80 -3.66 -6.06
H -3.75 -1.35 -5.57
H -4.01 0.24 -6.22
H -3.61 0.00 -4.55
H -1.20 1.23 -4.89
H -1.96 1.79 -6.35
H 0.38 2.05 -6.53
H -0.24 1.02 -7.71
H 0.38 -0.75 -5.85
H 2.66 0.79 -7.00
H 1.69 -0.33 -7.93
H 3.33 -1.05 -5.52
H 3.80 -1.44 -7.10
H 3.49 -3.97 -6.84
H 2.05 -4.43 -5.85
H 3.30 -3.56 -5.09
C 2.02 1.96 2.30
O 1.12 2.70 1.48
C 1.65 3.36 0.34
C 1.78 2.39 -0.79
N 0.49 1.70 -1.08
C 0.60 0.74 -2.22
C -0.79 0.22 -2.55
O -1.25 -0.45 -1.34
C -2.61 -0.76 -1.21
H 2.61 2.61 2.95
H 2.70 1.40 1.66
H 1.34 1.33 2.86
H 2.56 3.91 0.54
H 0.89 4.08 0.03
H 2.56 1.67 -0.56
H 2.18 3.01 -1.59
H 0.10 1.38 -0.21
H 1.22 -0.09 -1.89
H 1.12 1.14 -3.09
H -0.85 -0.51 -3.35
H -1.42 1.09 -2.78
H -3.20 0.15 -1.14
H -2.74 -1.44 -0.36
H -2.98 -1.32 -2.06
C -7.12 -1.53 -9.35
O -6.44 -1.83 -8.15
C -6.79 -0.91 -7.11
C -6.56 -1.53 -5.76
N -6.61 -0.52 -4.71
C -6.23 -1.25 -3.51
C -6.17 -0.38 -2.16
O -5.74 -1.16 -0.99
C -5.88 -0.55 0.32
H -8.21 -1.53 -9.23
H -6.95 -2.31 -10.09
H -6.82 -0.57 -9.77
H -7.85 -0.70 -7.18
H -6.18 -0.01 -7.13
H -5.57 -1.99 -5.78
H -7.36 -2.27 -5.78
H -7.57 -0.22 -4.67
H -5.28 -1.76 -3.64
H -6.97 -2.03 -3.36
H -7.18 0.01 -2.06
H -5.48 0.45 -2.33
H -6.90 -0.38 0.63
H -5.32 0.36 0.52
H -5.43 -1.24 1.04
C 0.60 -7.21 1.52
O 0.82 -5.83 1.17
C 1.29 -4.99 2.28
C 1.92 -3.78 1.69
N 0.95 -2.85 1.16
C 1.46 -1.51 0.85
C 2.70 -1.49 -0.10
O 2.26 -1.98 -1.37
C 3.31 -2.05 -2.31
H 1.50 -7.70 1.90
H 0.22 -7.78 0.67
H -0.10 -7.35 2.35
H 2.02 -5.61 2.81
H 0.40 -4.77 2.86
H 2.66 -4.04 0.93
H 2.45 -3.29 2.51
H 0.57 -3.27 0.33
H 1.80 -0.93 1.71
H 0.66 -0.91 0.41
H 3.50 -2.06 0.36
H 2.96 -0.44 -0.23
H 4.01 -2.84 -2.06
H 3.95 -1.16 -2.33
H 2.94 -2.09 -3.34
```

***

This record from the Open Molecules 2025 dataset describes a cluster of 6 separate species, C6H6Cl18 in total. The level of theory is the ωB97M-V functional and the def2-TZVPD basis.

Results
**LUMO energy**: 0.308 eV
**SMILES**: ClC(Cl)Cl.ClC(Cl)Cl.ClC(Cl)Cl.ClC(Cl)Cl.ClC(Cl)Cl.ClC(Cl)Cl
**Relative energy (zero: lowest compared OMol25 entry of this formula, charge and spin)**: 0.0 kJ/mol

XYZ file:
```
30
C6H6Cl18, DFT the ωB97M-V functional and the def2-TZVPD basis
Cl 3.47 -5.59 2.20
C 2.73 -4.34 1.21
Cl 2.87 -4.72 -0.50
Cl 3.43 -2.75 1.57
H 1.68 -4.27 1.46
Cl 3.89 1.97 -0.22
C 4.32 0.26 -0.34
Cl 6.00 0.01 0.10
Cl 3.97 -0.35 -1.96
H 3.71 -0.27 0.37
Cl -1.06 1.29 -2.22
C -0.67 2.57 -3.37
Cl -1.06 2.08 -5.01
Cl 1.03 3.01 -3.23
H -1.26 3.43 -3.11
Cl -4.13 -0.14 -0.70
C -5.07 -1.37 0.11
Cl -6.06 -0.67 1.38
Cl -4.03 -2.65 0.76
H -5.71 -1.85 -0.61
Cl 0.09 3.48 0.22
C -1.03 3.58 1.57
Cl -2.69 3.45 0.99
Cl -0.80 5.05 2.50
H -0.85 2.73 2.22
Cl -1.46 -0.07 2.21
C -0.61 -0.77 0.83
Cl -0.38 -2.50 1.06
Cl 0.92 0.05 0.54
H -1.23 -0.64 -0.04
```

***

This record from the Open Molecules 2025 dataset describes a structure of composition C36H30BF6NNbO11S in a non-equilibrium geometry. The level of theory is the ωB97M-V functional and the def2-TZVPD basis.

Results
**LUMO energy**: 0.400 eV
**Net charge**: -1

XYZ file:
```
87
C36H30BF6NNbO11S, DFT the ωB97M-V functional and the def2-TZVPD basis
N 7.11 1.49 -1.09
B 6.83 2.16 -2.41
O 7.95 2.16 -3.37
Nb 4.76 3.11 -2.88
C 4.30 1.31 -4.19
C 2.84 0.65 -3.97
C 2.57 0.10 -2.49
S 1.48 -1.40 -2.42
O 2.02 -2.33 -1.34
O 1.34 -2.14 -3.72
O -0.09 -1.00 -1.91
C 2.77 4.17 -3.29
O 2.29 4.04 -4.47
C 1.92 5.09 -2.24
F 1.09 6.06 -2.89
F 2.92 5.87 -1.54
C 1.14 4.25 -1.12
F 1.89 3.20 -0.54
F 0.89 5.18 -0.03
C -0.30 3.69 -1.55
F -1.39 4.54 -1.14
F -0.49 2.47 -0.79
C -0.44 3.27 -3.09
O -0.35 2.04 -3.36
O -0.70 4.14 -4.17
H 7.02 0.46 -1.18
H 8.11 1.64 -0.87
H 8.12 3.09 -3.67
H 5.59 3.98 -4.28
H 5.24 4.53 -1.82
H 4.12 2.17 -1.46
H 4.47 1.55 -5.31
H 5.08 0.50 -3.94
H 2.05 1.39 -4.34
H 2.79 -0.26 -4.68
H 3.58 -0.06 -1.96
H 2.03 0.92 -1.87
H -0.69 -1.52 -2.50
H -1.67 4.24 -4.34
C -7.76 -1.69 -1.48
C -8.49 -1.64 -0.30
C -8.11 -0.77 0.72
C -6.99 0.05 0.56
C -6.24 -0.02 -0.62
C -6.64 -0.88 -1.65
C -5.03 0.81 -0.79
O -4.38 0.75 -1.82
C -4.60 1.70 0.32
C -3.43 2.44 0.20
C -3.03 3.28 1.23
C -3.81 3.40 2.38
C -4.98 2.66 2.50
C -5.38 1.80 1.48
C -6.60 0.99 1.64
O -7.29 1.08 2.64
H -8.06 -2.36 -2.28
H -9.35 -2.28 -0.16
H -8.68 -0.73 1.64
H -6.07 -0.93 -2.57
H -2.82 2.35 -0.69
H -2.11 3.85 1.14
H -3.50 4.06 3.18
H -5.58 2.75 3.40
C 0.35 -3.70 7.39
C 1.60 -4.29 7.55
C 2.33 -4.69 6.44
C 1.82 -4.51 5.16
C 0.56 -3.93 4.99
C -0.17 -3.51 6.11
C -0.02 -3.77 3.64
O -1.12 -3.27 3.49
C 0.75 -4.25 2.47
C 0.20 -4.16 1.19
C 0.92 -4.59 0.09
C 2.20 -5.10 0.25
C 2.76 -5.20 1.52
C 2.03 -4.78 2.63
C 2.62 -4.92 3.98
O 3.74 -5.37 4.13
H -0.22 -3.38 8.25
H 2.00 -4.45 8.55
H 3.31 -5.15 6.58
H -1.14 -3.05 5.98
H -0.80 -3.76 1.06
H 0.48 -4.52 -0.90
H 2.77 -5.43 -0.62
H 3.76 -5.60 1.64
```

***

This record from the Open Molecules 2025 dataset describes a structure of composition C27H29As2InN2O3S4SbSe4. The level of theory is the ωB97M-V functional and the def2-TZVPD basis.

Results
**LUMO energy**: 2.015 eV
**Net charge**: -1
**Relative energy (zero: lowest compared OMol25 entry of this formula, charge and spin)**: 34.6 kJ/mol

XYZ file:
```
73
C27H29As2InN2O3S4SbSe4, DFT the ωB97M-V functional and the def2-TZVPD basis
In 1.12 2.11 -0.21
O -1.11 1.78 -0.41
N -1.78 2.23 -1.42
N -1.10 3.02 -2.15
O 0.12 3.35 -1.90
C -1.73 3.58 -3.31
C -3.00 3.17 -3.71
C -3.56 3.75 -4.83
C -2.87 4.72 -5.55
C -1.60 5.11 -5.14
C -1.02 4.54 -4.01
H -3.52 2.41 -3.14
H -4.54 3.44 -5.15
H -3.31 5.17 -6.43
H -1.05 5.86 -5.69
H -0.03 4.81 -3.67
S 3.60 1.21 1.55
S 3.39 2.65 3.00
S 2.89 4.32 1.93
S 0.96 4.04 1.28
C 2.45 -3.61 -1.42
As 3.03 -2.55 0.13
C 4.80 -2.08 -0.55
C 3.61 -4.09 1.21
H 3.23 -4.32 -1.71
H 2.25 -2.94 -2.26
H 1.54 -4.15 -1.17
H 5.29 -2.97 -0.95
H 5.40 -1.66 0.25
H 4.71 -1.33 -1.33
H 4.27 -4.74 0.63
H 2.74 -4.66 1.54
H 4.15 -3.74 2.09
O 0.65 0.58 1.25
As -0.69 -0.38 1.47
C -0.07 -1.89 2.49
C 1.01 -1.68 3.34
C 1.50 -2.74 4.09
C 0.91 -3.99 3.99
C -0.16 -4.20 3.12
C -0.65 -3.14 2.37
C -2.04 0.46 2.54
C -2.14 1.84 2.59
C -3.11 2.42 3.40
C -3.97 1.63 4.14
C -3.86 0.25 4.10
C -2.89 -0.34 3.30
C -1.44 -1.07 -0.14
C -0.56 -1.52 -1.12
C -1.07 -1.98 -2.32
C -2.44 -1.99 -2.54
C -3.31 -1.54 -1.56
C -2.81 -1.07 -0.35
H 1.48 -0.70 3.38
H 2.34 -2.58 4.75
H 1.30 -4.82 4.57
H -0.60 -5.18 3.03
H -1.46 -3.30 1.67
H -1.46 2.46 2.02
H -3.18 3.50 3.45
H -4.72 2.09 4.77
H -4.53 -0.37 4.69
H -2.79 -1.42 3.29
H 0.51 -1.48 -0.94
H -0.38 -2.31 -3.09
H -2.83 -2.35 -3.49
H -4.38 -1.54 -1.74
H -3.49 -0.68 0.40
Se 6.12 1.49 -3.38
Sb 4.44 2.29 -1.89
Se 3.56 4.49 -1.70
Se 5.45 1.62 0.44
Se 2.45 0.74 -1.90
```

***

Q: Look up the LUMO energy of the third one.
A: 0.400 eV

***

Q: Among the records above, which one has the highest LUMO energy?
A: C27H29As2InN2O3S4SbSe4

***

Q: Look up the LUMO energy of the third one.
A: 0.400 eV